[1]
C6H3BrF6O2 | the ωB97M-V functional and the def2-TZVPD basis

CARTESIAN COORDINATES (ANGSTROEM)
O (-0.118583, -1.387063, -0.497036)
F (1.989859, 1.014249, 3.682117)
F (3.402665, 1.571443, 2.094545)
F (1.362068, 2.993274, 0.929237)
F (0.156514, 2.563695, 2.661885)
F (1.503205, -1.214544, 2.104583)
F (2.411072, -0.146958, 0.369459)
Br (-1.172757, 0.020920, 2.269436)
O (-0.065634, 0.888261, -0.219899)
C (-0.383830, -0.244330, -0.880758)
C (-1.047416, -0.152900, -2.219459)
C (2.138654, 1.156510, 2.350924)
C (0.984163, 2.025258, 1.810782)
C (1.650561, 0.004797, 1.482824)
C (0.329109, 0.755990, 1.166282)
H (-0.745203, 0.808429, -2.624999)
H (-2.130328, -0.162372, -2.075358)
H (-0.738934, -0.969474, -2.879380)

Cartesian forces, eV/Å:
O -0.150 2.681 0.503
F 0.126 -0.466 -0.420
F -0.906 -0.195 0.057
F 0.057 -0.879 0.326
F -0.119 0.950 1.370
F 0.560 1.530 -0.683
F -0.307 0.189 0.779
Br 0.925 0.635 -0.727
O 0.246 0.424 1.649
C 0.640 -4.660 -0.173
C 0.184 1.546 0.123
C 1.185 1.124 1.045
C -0.935 0.697 -1.952
C -0.370 -2.983 -0.485
C -0.872 -0.932 -1.276
H -0.324 0.129 -0.537
H 0.086 0.029 -0.078
H -0.026 0.181 0.480

Computed properties:
Total charge ... 0
Frontier orbital gap ... 0.38048 Eh
LUMO ... -0.014 Eh
E_tot ... -96711.825 eV
SMILES ... CC(=O)OC1(Br)C(F)(F)C(F)(F)C1(F)F
Relative energy (zero: lowest compared OMol25 entry of this formula, charge and spin) ... 0.0 kJ/mol

Atomic partial charges in e from the Mulliken method, atoms 1 to 8: O -0.50; F -0.26; F -0.28; F -0.29; F -0.26; F -0.29; F -0.28; Br 0.00

***

[2]
C46H29ClF4IN5O3SSiV | the ωB97M-V functional and the def2-TZVPD basis

CARTESIAN COORDINATES (ANGSTROEM)
V (0.210695, -0.435616, -0.028510)
Cl (0.523635, 4.541383, 4.958550)
C (0.869371, 3.233757, 3.847533)
C (2.129623, 2.709032, 3.796578)
C (2.444168, 1.662146, 2.916831)
I (4.377301, 0.904806, 2.851801)
C (1.493663, 1.107620, 2.060631)
O (1.705486, 0.161186, 1.227599)
C (0.174196, 1.692077, 2.128213)
N (-0.717032, 1.155531, 1.253698)
C (-1.942034, 1.623639, 1.227417)
C (-2.367229, 2.658517, 2.081522)
C (-1.486805, 3.214202, 2.962884)
C (-0.156634, 2.738638, 3.006969)
H (2.898204, 3.108814, 4.444249)
H (-2.607332, 1.177335, 0.499139)
H (-3.388140, 3.009149, 2.015811)
H (-1.787247, 4.015335, 3.624773)
F (-2.220375, -1.372212, 4.085270)
C (-2.365412, -2.470909, 4.832858)
C (-3.116037, -2.369632, 5.963469)
F (-3.655498, -1.177896, 6.245303)
C (-3.349664, -3.454421, 6.850755)
C (-2.722315, -4.656874, 6.430266)
C (-1.971326, -4.759951, 5.300481)
F (-1.445312, -5.957555, 5.018097)
C (-1.733881, -3.674129, 4.415159)
C (-0.958009, -3.779393, 3.245721)
C (-0.763364, -2.699640, 2.343733)
N (-0.581270, -1.858746, 1.582309)
C (-0.311227, -4.980538, 2.837612)
N (0.240026, -5.923337, 2.469324)
F (-2.877443, -5.761941, 7.171846)
C (-4.122645, -3.350038, 8.023102)
C (-4.328825, -4.428649, 8.928316)
N (-4.528052, -5.247576, 9.716069)
C (-4.781073, -2.156319, 8.431704)
N (-5.339638, -1.232202, 8.837205)
C (-7.145700, 2.463654, -4.526655)
C (-8.104087, 1.352932, -4.870784)
O (-9.299004, 1.472905, -4.844591)
S (-7.374659, -0.207329, -5.432453)
C (-5.974985, -0.318631, -4.344307)
C (-6.165949, -0.533818, -2.982204)
C (-5.080204, -0.579311, -2.125946)
C (-3.772279, -0.428559, -2.607536)
C (-3.596636, -0.241103, -3.986169)
C (-4.682078, -0.180770, -4.840969)
C (-2.644382, -0.441054, -1.737472)
C (-1.610261, -0.426971, -1.087392)
H (-7.713889, 3.345305, -4.239452)
H (-6.516537, 2.676049, -5.391236)
H (-6.484945, 2.163380, -3.713668)
H (-7.170747, -0.658157, -2.596749)
H (-5.228700, -0.736106, -1.065658)
H (-2.589527, -0.128277, -4.366240)
H (-4.533353, -0.011852, -5.900376)
C (2.916740, -2.743110, -1.939040)
C (1.520479, -2.150830, -2.094830)
C (0.562870, -3.105287, -2.795496)
O (1.013541, -1.844526, -0.826774)
H (3.255565, -3.211431, -2.867440)
H (2.897160, -3.497539, -1.149666)
H (3.630532, -1.968946, -1.653400)
H (1.594919, -1.234777, -2.697884)
H (0.454356, -4.017807, -2.203520)
H (0.927865, -3.370601, -3.791780)
H (-0.418979, -2.637952, -2.885463)
C (-2.313686, 4.904149, -1.516275)
C (-2.413466, 3.936889, -2.507971)
C (-1.466023, 2.925257, -2.593326)
C (-0.396400, 2.832810, -1.695849)
C (-0.327517, 3.814792, -0.702115)
C (-1.261312, 4.838950, -0.613104)
Si (0.769190, 1.316127, -1.760630)
C (2.557072, 1.991086, -1.785154)
C (3.101625, 2.713105, -0.717275)
C (4.427542, 3.121647, -0.707387)
C (5.263025, 2.803271, -1.769995)
C (4.755592, 2.072353, -2.834810)
C (3.423304, 1.677391, -2.837171)
H (-3.050639, 5.695837, -1.444464)
H (-3.233818, 3.968761, -3.217267)
H (-1.565723, 2.173723, -3.369273)
H (0.465834, 3.779152, 0.037516)
H (-1.174679, 5.577916, 0.175938)
H (0.604913, 0.901633, -3.201145)
H (2.488991, 2.941977, 0.148575)
H (4.814744, 3.669187, 0.144334)
H (6.302682, 3.109643, -1.760355)
H (5.399274, 1.807625, -3.666758)
H (3.042571, 1.109739, -3.680328)

Cartesian forces, eV/Å:
V -0.110 0.051 0.147
Cl 0.007 -0.009 -0.009
C -0.018 0.016 0.014
C 0.012 -0.014 -0.012
C -0.045 0.024 0.017
I 0.040 -0.018 0.000
C 0.013 0.024 -0.002
O -0.071 0.039 0.029
C 0.013 -0.046 -0.053
N -0.045 0.033 0.070
C -0.009 0.044 0.016
C -0.011 -0.028 -0.036
C 0.031 -0.006 0.025
C -0.020 0.040 0.002
H 0.000 0.000 0.001
H -0.002 0.002 0.004
H 0.001 -0.003 0.001
H 0.002 0.001 -0.001
F 0.000 0.002 0.009
C 0.008 0.006 -0.016
C -0.018 0.007 0.016
F 0.008 -0.007 -0.002
C 0.018 -0.001 -0.031
C -0.011 0.001 0.009
C 0.002 -0.007 -0.008
F 0.004 0.005 0.004
C -0.016 0.007 0.028
C -0.027 -0.023 -0.064
C -0.059 0.081 0.070
N 0.201 -0.041 -0.109
C 0.023 0.013 0.040
N -0.013 -0.007 -0.018
F 0.008 0.002 0.001
C -0.045 -0.009 0.000
C 0.046 0.009 0.016
N -0.027 -0.004 -0.012
C 0.037 0.012 0.016
N -0.019 -0.009 -0.010
C 0.011 -0.045 0.140
C 0.105 -0.035 -0.021
O -0.044 0.032 -0.177
S -0.191 -0.011 0.239
C 0.127 0.060 -0.155
C 0.019 -0.039 -0.004
C -0.014 0.016 0.004
C -0.008 0.079 0.005
C 0.013 -0.004 0.000
C -0.023 0.006 0.008
C 0.051 -0.028 -0.091
C -0.077 -0.086 0.073
H -0.012 -0.005 -0.015
H 0.008 0.005 0.004
H 0.000 0.030 -0.015
H -0.001 -0.005 0.001
H -0.001 -0.002 0.001
H 0.000 -0.002 -0.002
H 0.003 -0.001 -0.001
C -0.008 -0.016 0.013
C -0.004 0.085 0.011
C -0.003 -0.027 0.036
O 0.123 -0.297 -0.076
H 0.022 0.044 -0.017
H -0.008 -0.034 -0.031
H -0.011 -0.006 0.042
H 0.007 -0.032 -0.054
H 0.008 -0.005 -0.007
H -0.007 0.010 -0.006
H -0.002 -0.001 0.007
C -0.001 0.000 0.004
C -0.003 -0.003 0.003
C -0.020 -0.019 0.020
C 0.014 0.017 -0.027
C 0.014 0.016 -0.019
C 0.003 -0.001 0.003
Si -0.008 0.087 -0.017
C -0.004 0.021 -0.016
C 0.014 -0.050 0.025
C 0.003 0.002 -0.003
C 0.003 -0.002 0.006
C -0.004 -0.002 -0.004
C -0.007 0.036 -0.023
H 0.001 0.000 0.000
H -0.001 -0.001 -0.001
H 0.002 0.003 -0.006
H 0.008 0.006 -0.006
H 0.001 0.000 0.000
H -0.004 0.013 -0.007
H 0.001 -0.004 0.001
H -0.001 0.000 -0.001
H 0.000 0.002 -0.001
H 0.000 -0.002 0.000
H 0.000 0.005 -0.002

Computed properties:
Expectation value of S² ... 3.81
Total charge ... -2
Frontier orbital gap (alpha / beta) ... 0.23543 / 0.15777 Eh
LUMO (alpha / beta) ... 0.125 / 0.057 Eh
E_tot ... -137661.081 eV
Relative energy (zero: lowest compared OMol25 entry of this formula, charge and spin) ... 0.0 kJ/mol
Spin multiplicity ... 4

Atomic partial charges in e from the Mulliken method, atoms 1 to 8: V 0.05; Cl -0.32; C 0.60; C -0.46; C -0.20; I 0.01; C 0.27; O -0.75

***

[3]
C21H21FN4O2S | the ωB97M-V functional and the def2-TZVPD basis

CARTESIAN COORDINATES (ANGSTROEM)
O (2.681332, 4.235272, -0.415268)
F (-3.400480, -6.284853, 2.098086)
C (-3.409661, 1.100387, 4.279742)
C (-3.567425, 0.170724, 3.535006)
N (3.938567, 2.365126, -1.714248)
N (-0.905954, -1.606791, -1.814534)
N (0.251279, -0.117064, -3.141099)
O (-2.338306, -1.580089, 2.650401)
C (-0.675961, -1.040524, -2.978223)
C (-1.940661, -5.149370, 0.514679)
C (-2.826306, -3.962001, 2.422398)
C (-1.273196, -4.000751, 0.080772)
C (2.770764, 1.000618, -0.136565)
C (-2.703063, -5.154248, 1.707804)
C (2.915621, 1.473923, -1.415921)
C (-2.186393, -2.805155, 1.994448)
C (-1.364685, -2.829939, 0.832405)
C (2.048467, 1.093817, -2.404961)
C (-0.213474, -1.234937, -0.720673)
C (1.715556, 0.142425, 0.191797)
C (1.018581, 0.197328, -2.133274)
C (0.837111, -0.293849, -0.829744)
N (-0.637834, -1.711717, 0.520405)
C (1.588689, -0.236191, 1.645416)
C (-3.932476, -0.467456, 1.163206)
C (-3.637435, -0.960175, 2.583206)
C (4.827839, 5.114139, -1.730368)
C (2.421187, 4.409974, -3.071479)
S (3.427239, 4.011014, -1.640413)
H (-3.329026, 1.917030, 4.969531)
H (-1.331355, -1.319204, -3.796248)
H (-1.839642, -6.087443, -0.091234)
H (-3.371080, -3.988016, 3.369990)
H (-0.615054, -4.025348, -0.799933)
H (3.444735, 1.359222, 0.646121)
H (2.148477, 1.372034, -3.457544)
H (-0.754674, -0.953747, 1.189218)
H (2.258665, 0.305143, 2.306614)
H (1.779311, -1.320371, 1.778594)
H (0.566256, 0.026067, 1.933674)
H (-3.044994, 0.026825, 0.764728)
H (-4.184449, -1.288229, 0.504434)
H (-4.785148, 0.227298, 1.055931)
H (-4.397690, -1.681500, 2.901464)
H (5.520262, 4.797798, -2.516955)
H (5.346981, 5.124434, -0.773427)
H (4.529098, 6.143474, -1.977313)
H (1.472859, 3.850980, -2.958064)
H (2.988531, 4.161449, -3.995386)
H (2.169016, 5.472466, -3.127198)

Cartesian forces, eV/Å:
O -0.168 1.098 -0.445
F 0.912 1.229 -0.310
C -0.251 -0.118 -0.034
C 0.162 -0.049 0.030
N 1.196 5.305 -0.639
N -0.350 -1.100 2.296
N -2.080 -1.137 -3.014
O 0.386 -0.731 -0.101
C 1.248 1.246 0.391
C -0.342 -1.277 0.042
C -0.172 -0.699 0.626
C 0.053 -0.458 0.554
C -1.347 -1.256 1.898
C 0.323 0.449 -1.276
C -0.390 1.174 -1.760
C -0.030 0.151 -0.951
C -0.913 -0.630 0.247
C 0.286 -0.092 -0.462
C -1.309 -0.344 -1.264
C 1.824 0.941 0.499
C 0.973 0.621 1.078
C -0.132 -0.397 0.607
N 0.527 1.638 -0.012
C -0.509 -0.648 -0.282
C -0.265 0.260 -0.346
C -0.089 0.509 -0.033
C 0.607 -0.032 -0.684
C -0.011 0.283 -0.554
S 0.166 -5.154 0.980
H 0.026 -0.248 -0.246
H 0.208 0.047 -0.113
H -0.220 0.968 0.758
H 0.003 0.226 -0.371
H -0.573 -0.021 0.471
H -0.230 -0.152 -0.329
H 0.152 0.185 0.505
H 0.173 -0.548 -0.059
H 0.173 0.165 -0.259
H -0.399 0.542 0.097
H 0.266 -0.251 0.535
H -0.057 0.055 0.042
H 0.194 -0.425 -0.092
H 0.410 -0.209 0.587
H 0.053 0.092 0.058
H -0.171 -0.229 0.167
H -0.240 -0.295 0.038
H -0.437 -0.483 0.189
H 0.704 0.001 -0.135
H -0.474 -0.184 0.711
H 0.132 -0.019 0.366

Computed properties:
Total charge ... 0
Frontier orbital gap ... 0.28993 Eh
LUMO ... 0.008 Eh
E_tot ... -45721.150 eV
SMILES ... C#C[C@@H](C)Oc1cc(F)ccc1Nc1ncnc2cc(N=S(C)(C)=O)cc(C)c12
Relative energy (zero: lowest compared OMol25 entry of this formula, charge and spin) ... 539.7 kJ/mol

Atomic partial charges in e from the Mulliken method, atoms 1 to 8: O -0.67; F -0.32; C 0.16; C -1.05; N -0.71; N -0.49; N -0.68; O -0.48

***

- Which of these has the highest relative energy (zero: lowest compared OMol25 entry of this formula, charge and spin)?
  C21H21FN4O2S

***

What did the first record say?
C6H3BrF6O2 | the ωB97M-V functional and the def2-TZVPD basis

CARTESIAN COORDINATES (ANGSTROEM)
O (-0.118583, -1.387063, -0.497036)
F (1.989859, 1.014249, 3.682117)
F (3.402665, 1.571443, 2.094545)
F (1.362068, 2.993274, 0.929237)
F (0.156514, 2.563695, 2.661885)
F (1.503205, -1.214544, 2.104583)
F (2.411072, -0.146958, 0.369459)
Br (-1.172757, 0.020920, 2.269436)
O (-0.065634, 0.888261, -0.219899)
C (-0.383830, -0.244330, -0.880758)
C (-1.047416, -0.152900, -2.219459)
C (2.138654, 1.156510, 2.350924)
C (0.984163, 2.025258, 1.810782)
C (1.650561, 0.004797, 1.482824)
C (0.329109, 0.755990, 1.166282)
H (-0.745203, 0.808429, -2.624999)
H (-2.130328, -0.162372, -2.075358)
H (-0.738934, -0.969474, -2.879380)

Cartesian forces, eV/Å:
O -0.150 2.681 0.503
F 0.126 -0.466 -0.420
F -0.906 -0.195 0.057
F 0.057 -0.879 0.326
F -0.119 0.950 1.370
F 0.560 1.530 -0.683
F -0.307 0.189 0.779
Br 0.925 0.635 -0.727
O 0.246 0.424 1.649
C 0.640 -4.660 -0.173
C 0.184 1.546 0.123
C 1.185 1.124 1.045
C -0.935 0.697 -1.952
C -0.370 -2.983 -0.485
C -0.872 -0.932 -1.276
H -0.324 0.129 -0.537
H 0.086 0.029 -0.078
H -0.026 0.181 0.480

Computed properties:
Total charge ... 0
Frontier orbital gap ... 0.38048 Eh
LUMO ... -0.014 Eh
E_tot ... -96711.825 eV
SMILES ... CC(=O)OC1(Br)C(F)(F)C(F)(F)C1(F)F
Relative energy (zero: lowest compared OMol25 entry of this formula, charge and spin) ... 0.0 kJ/mol

Atomic partial charges in e from the Mulliken method, atoms 1 to 8: O -0.50; F -0.26; F -0.28; F -0.29; F -0.26; F -0.29; F -0.28; Br 0.00

***

- Look up the E_tot of the third one.
  -45721.150 eV